{"formula": "C19H31N2O2", "method": "ωB97M-V/def2-TZVPD", "multiplicity": 1, "lumo_energy_ev": -1.980, "total_charge": 1, "relative_energy_kcal_mol": 44.2, "smiles": "C=CCc1cc(C)ccc1OCCOCCN1CC[NH+](C)CC1", "homo_ha": -0.4178, "species": ["C", "C", "C", "C", "C", "C", "C", "C", "C", "O", "C", "H", "C", "H", "H", "O", "C", "H", "H", "C", "N", "C", "H", "H", "C", "N", "C", "H", "H", "H", "C", "H", "H", "C", "H", "H", "H", "H", "H", "H", "H", "H", "H", "H", "C", "H", "H", "H", "H", "H", "H", "H", "H", "H"], "positions_angstrom": [[-3.3459, 2.1785, 2.5150], [-2.4077, 1.6666, 3.2889], [-0.9250, 1.7205, 3.0346], [-0.5599, 2.3428, 1.7180], [-0.5091, 3.7249, 1.5979], [-0.1893, 4.3546, 0.4030], [0.0943, 3.5637, -0.7035], [0.0463, 2.1862, -0.6117], [-0.2825, 1.5725, 0.5890], [-0.2711, 0.1725, 0.6512], [-1.5442, -0.4513, 0.7354], [-1.5387, -1.1259, 1.5991], [-1.8161, -1.2769, -0.5214], [-2.8546, -1.6256, -0.5219], [-1.6443, -0.6691, -1.4178], [-0.9365, -2.3925, -0.4865], [-1.0075, -3.2836, -1.5902], [-0.6070, -4.2298, -1.2173], [-2.0514, -3.4436, -1.8775], [-0.2125, -2.8208, -2.8314], [1.1719, -2.4750, -2.6335], [2.0744, -3.4425, -2.0847], [1.7699, -4.4407, -2.3972], [3.0654, -3.2506, -2.5091], [2.1632, -3.3751, -0.5339], [1.7016, -2.0506, -0.0661], [2.0162, -1.8199, 1.3465], [1.6296, -2.6390, 1.9496], [3.0941, -1.7510, 1.4877], [1.5481, -0.8906, 1.6655], [2.2236, -0.9903, -0.9461], [1.9994, -0.0202, -0.5018], [3.3068, -1.1036, -1.0246], [1.5442, -1.1134, -2.3247], [0.6539, -0.4850, -2.3573], [2.2389, -0.7425, -3.0902], [0.6465, -2.0366, -0.1729], [1.5408, -4.1376, -0.0637], [3.1957, -3.5245, -0.2113], [-0.2596, -3.6402, -3.5558], [-0.7050, -1.9603, -3.2867], [-2.3367, 0.2877, 0.8700], [0.2611, 1.5806, -1.4803], [0.3484, 4.0263, -1.6451], [-0.1270, 5.8462, 0.3183], [-0.8315, 6.3043, 1.0077], [-0.3428, 6.1883, -0.6905], [0.8730, 6.1900, 0.5834], [-0.7294, 4.3244, 2.4691], [-0.4696, 2.2998, 3.8436], [-0.5206, 0.7059, 3.0992], [-2.6770, 1.1605, 4.2067], [-4.3879, 2.1076, 2.7738], [-3.1171, 2.7041, 1.6015]], "forces_ev_per_a": [[-0.183, 0.055, -0.049], [0.180, -0.121, 0.135], [-0.049, 0.029, -0.070], [0.142, -0.301, 0.003], [0.046, -0.105, -0.202], [-0.033, -0.067, -0.023], [-0.042, 0.025, 0.100], [-0.011, -0.255, 0.079], [0.042, 0.090, -0.036], [0.195, 0.377, -0.072], [-0.451, -0.390, -0.407], [-0.074, 0.083, -0.038], [-0.082, 0.422, 0.389], [0.056, -0.016, -0.003], [-0.021, -0.013, 0.044], [0.161, 0.044, 0.084], [0.149, -0.120, -0.442], [-0.067, 0.004, -0.070], [0.011, -0.050, 0.058], [-0.285, -0.111, 0.298], [-0.115, 0.079, 0.151], [0.122, 0.010, 0.039], [0.091, -0.034, 0.041], [0.011, -0.136, 0.073], [0.144, -0.603, -0.461], [-0.449, 0.099, 0.031], [0.152, 0.194, 0.715], [-0.016, -0.068, -0.080], [-0.001, -0.057, -0.112], [0.004, -0.048, -0.093], [0.069, 0.512, -0.499], [0.056, -0.111, 0.052], [-0.045, -0.073, 0.120], [0.145, 0.103, -0.187], [0.018, -0.001, 0.030], [-0.032, 0.135, 0.159], [0.401, -0.068, 0.062], [-0.002, 0.118, 0.082], [-0.086, 0.083, 0.106], [-0.145, 0.037, -0.024], [-0.020, -0.049, -0.052], [0.081, -0.054, 0.017], [0.006, -0.102, -0.075], [0.020, 0.065, -0.109], [0.093, 0.058, 0.023], [-0.040, 0.086, 0.009], [-0.025, 0.080, -0.039], [0.031, 0.101, 0.001], [-0.038, 0.087, 0.133], [0.065, -0.093, -0.005], [0.048, 0.052, 0.059], [-0.142, -0.027, 0.108], [-0.193, -0.041, 0.117], [0.105, 0.085, -0.168]]}